Entry 1:
Below is C15H31N2O3PSW as an isolated structure, with properties calculated with ωB97M-V/def2-TZVPD.

Computed properties:
Spin multiplicity: 3
Kohn-Sham gap (alpha / beta) in eV: 5.2630 / 3.8491
Total charge: +4
⟨S²⟩: 2.07
Total energy in eV: -47079.086

Geometry (Å):
W1 0.000 0.000 0.000
S1 0.000 0.000 2.000
P1 -0.032 -0.067 -2.501
O1 -0.408 3.130 -0.206
O2 -3.101 -0.782 -0.038
O3 3.196 0.184 0.074
N1 -0.809 -0.974 4.290
N2 0.808 0.975 4.290
C1 1.439 -2.452 -2.590
C2 1.270 2.473 -2.795
C3 0.583 1.469 5.632
C4 -1.854 0.340 -4.736
C5 -1.981 -0.453 -0.002
C6 -1.707 0.403 -3.209
C7 1.140 1.084 -3.431
C8 -0.587 -1.464 5.634
C9 2.543 0.515 -3.704
C10 -2.170 1.772 -2.694
C11 -0.256 1.972 -0.132
C12 2.038 0.058 0.028
C13 -0.992 -2.611 -3.254
C14 0.271 -1.740 -3.284
C15 0.000 0.000 3.620
H1 0.542 -1.559 -4.330
H2 -0.330 1.050 6.094
H3 -0.712 -3.671 -3.269
H4 1.473 1.261 6.262
H5 -1.478 -1.255 6.262
H6 3.091 0.360 -2.769
H7 -2.893 0.098 -4.989
H8 3.113 1.237 -4.300
H9 -1.626 1.308 -5.194
H10 -0.430 -2.562 5.594
H11 -1.512 2.575 -3.046
H12 -2.366 -0.355 -2.766
H13 1.690 3.171 -3.530
H14 2.528 -0.430 -4.249
H15 1.527 1.470 3.740
H16 -1.527 -1.469 3.740
H17 0.232 -1.812 0.545
H18 0.325 -1.043 6.097
H19 -2.194 1.807 -1.603
H20 0.245 -1.866 -0.299
H21 -1.645 -2.422 -4.110
H22 -1.573 -2.431 -2.342
H23 -1.215 -0.419 -5.196
H24 -3.179 1.983 -3.068
H25 1.939 2.456 -1.929
H26 0.626 1.210 -4.394
H27 2.147 -1.749 -2.143
H28 1.983 -3.072 -3.314
H29 1.075 -3.104 -1.789
H30 0.426 2.567 5.588
H31 0.305 2.861 -2.466

Here are the Löwdin charges for atoms 1 to 4, given in e:
1 W 0.63
2 S 0.92
3 P 1.02
4 O 0.22



Entry 2:
Below is one molecule with the formula C5H10, with properties calculated with ωB97M-V/def2-TZVPD.

Computed properties:
Kohn-Sham gap in eV: 12.3127
Total charge: 0
Energy relative to the best compared isomer or geometry (same formula, charge and spin) in kcal per mole: 0.3
Total energy in eV: -5347.251

Geometry (Å):
C1 0.718 0.693 -0.797
C2 -0.062 -1.213 0.451
C3 -0.714 0.033 1.103
C4 -0.272 1.251 0.243
C5 0.299 -0.772 -0.975
H1 -0.593 -0.826 -1.616
H2 1.739 0.746 -0.393
H3 0.187 2.028 0.865
H4 0.705 1.251 -1.740
H5 -1.808 -0.051 1.132
H6 -0.385 0.152 2.141
H7 -1.132 1.717 -0.257
H8 -0.713 -2.096 0.466
H9 0.852 -1.485 0.998
H10 1.073 -1.392 -1.443

Here are the Löwdin charges for atoms 1 to 4, given in e:
1 C -0.21
2 C -0.21
3 C -0.19
4 C -0.20



Entry 3:
Below is a 21-piece molecular cluster, H41O21 overall, with properties calculated with ωB97M-V/def2-TZVPD.

Computed properties:
Kohn-Sham gap in eV: 9.3290
Total charge: -1
Energy relative to the best compared isomer or geometry (same formula, charge and spin) in kcal per mole: 196.6
Total energy in eV: -43659.848

Geometry (Å):
O1 -0.514 0.967 -2.243
O2 4.049 -0.672 -1.001
O3 0.319 -2.435 3.940
O4 -4.117 2.479 -0.481
O5 2.787 -3.664 -1.686
O6 1.374 0.571 1.785
O7 -3.997 -0.095 -3.542
O8 1.462 2.870 -2.127
O9 -4.195 -2.925 -0.471
O10 -0.927 1.476 0.909
O11 -2.589 -0.085 1.986
O12 -0.208 -3.593 0.162
O13 3.090 -1.511 1.411
O14 -0.643 -1.527 -3.272
O15 2.157 -0.361 -3.168
O16 3.488 3.099 2.868
O17 -1.182 4.025 -1.197
O18 1.109 2.717 4.022
O19 -2.476 -0.156 -0.757
O20 3.369 1.656 0.099
O21 -2.523 -2.577 2.080
H1 3.844 -1.727 -0.923
H2 2.085 2.646 3.831
H3 0.792 1.763 4.158
H4 3.024 2.277 2.686
H5 -0.885 1.179 -0.079
H6 -3.313 -2.897 -0.169
H7 3.362 -2.321 1.770
H8 -2.326 0.772 -0.629
H9 -3.489 -0.182 1.854
H10 -0.900 -1.067 -4.136
H11 -3.416 -2.221 2.414
H12 3.273 -2.974 -1.274
H13 -4.479 -2.087 -0.566
H14 -0.690 -3.472 0.958
H15 -0.925 0.465 -1.626
H16 -1.085 -1.609 -2.468
H17 2.298 2.854 -1.471
H18 0.523 0.064 2.216
H19 2.977 3.824 2.773
H20 -3.549 3.345 -0.351
H21 0.995 -1.999 3.317
H22 1.182 -0.452 -2.927
H23 2.476 -0.975 1.679
H24 -0.417 -1.964 3.728
H25 -0.560 3.341 -1.078
H26 3.908 1.843 -0.712
H27 -2.222 -1.747 2.143
H28 -4.454 0.671 -3.266
H29 -1.544 0.673 1.475
H30 4.694 -0.775 -0.265
H31 0.767 1.188 1.168
H32 1.969 -3.355 -2.117
H33 -3.732 1.850 -0.009
H34 -1.557 3.841 -2.062
H35 -3.809 -0.652 -2.854
H36 -0.150 -4.462 0.447
H37 -2.334 -0.486 0.288
H38 1.636 2.571 -3.029
H39 0.206 1.560 -2.037
H40 2.508 -0.270 -2.222
H41 3.482 0.712 0.053

Here are the Löwdin charges for atoms 1 to 4, given in e:
1 O -0.02
2 O -0.13
3 O -0.03
4 O -0.04



Entry 4:
Below is one molecule with the formula C9H14Cl2N4, with properties calculated with ωB97M-V/def2-TZVPD.

Computed properties:
Kohn-Sham gap in eV: 9.3456
Total charge: 0
Energy relative to the best compared isomer or geometry (same formula, charge and spin) in kcal per mole: 110.9
Total energy in eV: -40559.089

Geometry (Å):
Cl1 1.382 -4.481 -3.171
Cl2 -1.692 1.959 -2.045
N1 0.232 -0.422 1.211
N2 -1.359 0.758 -0.833
N3 0.274 0.250 -1.049
N4 0.494 -0.651 -0.100
C1 -0.630 2.412 0.877
C2 -1.537 1.098 0.506
C3 1.084 0.683 1.647
C4 0.827 1.933 0.751
C5 0.477 -3.686 -2.039
C6 1.062 1.431 -0.669
C7 0.533 -2.413 -1.724
C8 -0.059 -2.075 -0.413
C9 -1.207 -0.076 1.404
H1 -1.366 0.219 2.477
H2 2.115 1.226 -0.525
H3 -0.846 2.995 -0.013
H4 1.504 2.833 0.923
H5 2.186 0.294 1.655
H6 -1.132 -2.193 -0.380
H7 0.034 -4.373 -1.386
H8 0.707 1.156 2.639
H9 -2.587 1.316 0.688
H10 0.325 -2.644 0.440
H11 0.870 2.188 -1.392
H12 -0.926 2.915 1.885
H13 -1.730 -0.979 1.027
H14 0.962 -1.672 -2.391

Here are the Löwdin charges for atoms 1 to 4, given in e:
1 Cl 0.67
2 Cl 0.65
3 N -0.14
4 N -0.41